(1)
Formula: C34H44Ge2N2O3PdS2
Source: the OMol25 dataset
Level of theory: ωB97M-V/def2-TZVPD

Results
gap between HOMO and LUMO (alpha / beta)	6.34 / 6.34	eV
net charge	0
LUMO energy (alpha / beta)	-0.4 / -0.4	eV
energy relative to the best compared isomer or geometry (same formula, charge and spin)	44.7	kcal per mole

Structure (XYZ):
```
88
Properties=species:S:1:pos:R:3:forces:R:3:lowdin_charge:R:1
Pd -0.972 1.673 0.362 0.156 0.656 -0.345 0.107
O -2.030 -0.449 -0.591 -0.018 -0.621 -0.261 -0.077
C -2.805 -0.389 0.382 0.452 0.528 0.073 -0.659
O -2.529 -0.753 1.556 -0.822 -0.473 0.714 -0.062
C -4.139 0.277 0.154 -0.121 -0.470 0.051 -0.151
C -5.288 -0.501 0.265 -0.059 0.020 -0.016 -0.020
C -6.538 0.019 -0.026 0.018 0.012 -0.001 -0.080
C -6.653 1.346 -0.421 0.044 -0.035 0.015 -0.088
C -5.520 2.138 -0.505 -0.049 -0.012 0.017 -0.119
C -4.263 1.609 -0.217 0.069 0.253 -0.067 -0.520
S -2.921 2.783 -0.267 0.110 0.066 -0.095 0.641
H -5.181 -1.531 0.583 -0.018 -0.009 -0.001 0.122
H -7.417 -0.606 0.056 -0.003 0.006 -0.001 0.101
H -7.622 1.770 -0.651 -0.001 -0.008 0.002 0.101
H -5.603 3.181 -0.784 0.006 -0.011 0.003 0.098
C 1.103 3.043 4.499 -0.004 0.034 0.013 -0.184
C 0.048 3.293 3.423 0.089 -0.034 0.043 -0.419
Ge -0.870 1.703 2.696 -0.005 0.027 0.331 0.800
C -1.388 0.594 4.236 0.045 -0.002 -0.022 -0.381
C -0.293 -0.301 4.821 0.007 -0.028 0.005 -0.166
C 1.799 4.344 -0.291 0.112 -0.137 -0.046 0.133
C 2.330 3.333 -0.666 -0.169 0.014 0.077 -0.115
Ge -1.406 2.204 -2.021 -0.106 -0.034 0.135 0.734
C -2.479 1.115 -3.270 0.050 -0.002 -0.057 -0.409
C -1.618 0.585 -4.420 -0.002 -0.004 -0.002 -0.185
C -1.203 3.975 -2.902 0.002 0.026 -0.007 -0.426
C 0.080 4.121 -3.723 -0.011 -0.001 -0.011 -0.195
C 2.898 2.087 -1.097 0.066 0.057 -0.049 -0.280
C 3.910 1.480 -0.352 0.015 0.005 -0.022 -0.058
C 4.443 0.266 -0.757 0.000 -0.018 -0.011 -0.075
C 3.977 -0.352 -1.910 0.069 0.043 0.019 -0.105
C 2.971 0.249 -2.658 0.022 0.035 -0.008 -0.095
C 2.431 1.461 -2.254 0.003 0.033 0.009 -0.042
H 1.530 3.981 4.861 0.010 0.002 0.004 0.066
H 1.923 2.433 4.119 -0.005 -0.006 -0.002 0.057
H 0.680 2.525 5.361 -0.004 0.006 0.006 0.055
H 0.467 3.846 2.579 0.007 -0.016 -0.007 0.034
H -0.760 3.915 3.825 -0.010 0.013 -0.021 0.060
H -2.258 0.008 3.948 -0.025 -0.028 -0.036 0.046
H -1.710 1.326 4.985 -0.024 -0.012 -0.009 0.061
H 0.005 -1.070 4.109 0.000 0.031 0.039 0.041
H -0.652 -0.804 5.720 0.003 -0.003 0.008 0.072
H 0.601 0.263 5.090 -0.007 -0.003 -0.007 0.051
H 1.322 5.237 0.032 0.015 0.014 -0.005 0.041
H -3.295 1.731 -3.656 0.011 0.012 -0.008 0.061
H -2.906 0.293 -2.700 -0.001 0.002 0.013 0.038
H -1.191 1.393 -5.019 -0.003 0.000 0.001 0.052
H -2.197 -0.046 -5.097 -0.002 -0.001 -0.003 0.065
H -0.786 -0.019 -4.046 -0.001 -0.003 0.013 0.050
H -1.240 4.746 -2.128 0.004 0.001 0.007 0.043
H -2.080 4.120 -3.537 -0.008 0.014 -0.003 0.054
H 0.960 4.116 -3.079 0.013 -0.007 0.002 0.035
H 0.091 5.058 -4.284 0.007 0.004 0.003 0.066
H 0.194 3.313 -4.451 -0.001 0.003 -0.005 0.051
H 4.266 1.963 0.548 -0.005 -0.001 -0.002 0.119
H 5.226 -0.198 -0.172 0.002 -0.005 0.001 0.105
H 4.398 -1.298 -2.226 0.015 0.018 0.011 0.105
H 2.608 -0.224 -3.562 -0.015 -0.004 -0.012 0.111
H 1.645 1.930 -2.830 0.009 -0.004 0.000 0.081
C 1.278 -4.310 -2.486 -0.009 -0.009 0.004 -0.090
C 1.764 -3.111 -1.684 0.008 -0.009 -0.099 -0.230
C 0.589 -2.337 -1.107 0.024 0.059 0.036 -0.141
N 1.042 -1.245 -0.245 -0.292 -0.006 0.227 0.084
C 0.550 -0.884 0.917 0.207 0.027 -0.035 -0.659
S 1.018 0.735 1.428 -0.305 -0.020 0.014 0.706
N -0.190 -1.700 1.715 0.256 -0.556 -0.113 0.109
C 0.029 -3.072 1.877 0.264 0.069 -0.178 -0.421
O -0.877 -3.815 2.159 -0.137 0.006 0.066 0.121
C 1.440 -3.570 1.773 -0.008 -0.012 0.015 -0.155
C 2.542 -2.782 2.086 0.006 0.011 0.007 -0.030
C 3.821 -3.307 1.982 -0.003 0.000 -0.006 -0.069
C 4.002 -4.618 1.563 0.000 -0.001 -0.002 -0.079
C 2.901 -5.413 1.268 0.005 -0.008 -0.009 -0.071
C 1.622 -4.893 1.384 0.002 -0.005 -0.007 -0.025
H 2.114 -4.850 -2.931 0.001 -0.004 -0.001 0.074
H 0.610 -4.002 -3.293 0.002 0.002 -0.004 0.078
H 0.730 -5.006 -1.848 0.002 -0.006 0.001 0.074
H 2.354 -2.444 -2.323 -0.110 -0.111 0.075 0.083
H 2.419 -3.436 -0.874 0.024 -0.009 0.035 0.096
H -0.084 -2.979 -0.546 0.003 -0.050 0.061 0.126
H -0.016 -1.883 -1.897 0.011 0.029 0.010 0.131
H 1.619 -0.544 -0.703 -0.014 -0.011 0.017 0.098
H -1.240 -1.423 1.873 0.120 0.675 -0.590 0.104
H 2.407 -1.763 2.430 0.004 -0.006 0.002 0.103
H 4.677 -2.695 2.236 0.003 0.004 0.003 0.105
H 5.001 -5.025 1.477 0.001 -0.001 0.001 0.104
H 3.041 -6.439 0.954 0.002 0.001 0.000 0.107
H 0.749 -5.498 1.176 0.003 0.000 0.001 0.124
```
Forces are in eV/Å.

***

(2)
Formula: C39H100O33S9
Source: the OMol25 dataset
Level of theory: ωB97M-V/def2-TZVPD

Results
gap between HOMO and LUMO	9.15	eV
net charge	0
LUMO energy	0.0	eV
energy relative to the best compared isomer or geometry (same formula, charge and spin)	15.5	kcal per mole
SMILES	CCOS(C)(=O)=O.CCOS(C)(=O)=O.CCOS(C)(=O)=O.CCOS(C)(=O)=O.CCOS(C)(=O)=O.CCOS(C)(=O)=O.CCOS(C)(=O)=O.CCOS(C)(=O)=O.CCOS(C)(=O)=O.COCCOCCOC.COCCOCCOC

Structure (XYZ):
```
181
Properties=species:S:1:pos:R:3:forces:R:3:lowdin_charge:R:1
O -1.648 -4.374 -2.238 0.314 0.370 -0.633 -0.271
S -1.554 -5.152 -1.053 -0.586 1.329 0.907 0.545
O -1.437 -6.554 -1.135 0.345 -1.272 0.114 -0.235
O -0.385 -4.513 -0.217 0.012 0.252 -0.211 -0.251
C 0.090 -5.172 0.952 1.467 -0.589 1.140 -0.263
C 1.432 -5.845 0.670 -0.695 -0.466 1.412 -0.046
C -2.941 -4.710 -0.059 -1.448 -0.647 -0.380 -0.101
H -0.569 -5.875 1.459 -0.626 -0.057 -0.834 0.089
H 0.285 -4.446 1.748 -0.325 0.508 -0.481 0.126
H 1.381 -6.551 -0.153 0.290 0.399 -0.389 0.089
H 1.608 -6.466 1.560 0.112 0.029 -0.094 0.089
H 2.223 -5.102 0.697 0.157 -0.103 -0.785 0.048
H -2.777 -4.590 1.004 0.475 0.058 -0.009 0.053
H -3.671 -5.512 -0.214 0.150 -0.097 0.125 0.078
H -3.421 -3.837 -0.497 0.371 0.311 0.190 0.068
O 5.909 -2.757 -2.667 0.598 0.336 -0.272 -0.256
S 5.011 -3.512 -1.879 -0.837 0.152 0.656 0.574
O 4.418 -4.712 -2.370 0.010 -0.444 -0.527 -0.281
O 5.770 -3.866 -0.514 0.443 -0.246 -0.416 -0.259
C 5.298 -5.082 0.131 -0.687 0.520 0.452 -0.250
C 6.124 -5.389 1.362 -0.031 -0.273 0.251 -0.054
C 3.667 -2.500 -1.266 0.114 -1.070 -0.320 -0.104
H 5.245 -5.880 -0.598 0.064 -0.071 0.000 0.114
H 4.294 -4.814 0.464 -0.142 -0.434 -0.153 0.086
H 6.624 -6.356 1.335 0.291 0.154 -0.397 0.076
H 5.461 -5.487 2.223 0.051 0.341 0.074 0.074
H 6.839 -4.588 1.532 0.087 -0.080 0.147 0.082
H 3.294 -1.871 -2.067 0.409 0.472 0.123 0.070
H 4.044 -2.039 -0.363 -0.300 0.573 -0.093 0.065
H 2.873 -3.225 -1.081 0.037 0.058 0.409 0.059
O -3.271 -7.673 4.897 -0.076 -0.385 0.617 -0.252
S -3.143 -7.031 3.642 -1.119 0.939 -0.888 0.562
O -1.873 -6.659 3.130 0.733 -0.170 -0.224 -0.268
O -3.816 -7.889 2.482 0.117 0.255 0.526 -0.258
C -5.211 -8.272 2.567 0.131 -1.331 -1.299 -0.255
C -5.503 -9.331 3.588 -0.334 -0.645 0.811 -0.083
C -4.165 -5.571 3.570 0.800 0.485 0.545 -0.113
H -5.301 -8.739 1.582 -0.319 0.165 0.019 0.126
H -5.919 -7.443 2.578 0.390 0.334 0.317 0.118
H -6.476 -9.808 3.428 -0.204 0.574 -0.152 0.084
H -5.481 -8.944 4.604 0.036 -0.077 0.026 0.070
H -4.849 -10.204 3.531 0.490 0.408 -0.091 0.090
H -4.929 -5.576 4.340 -0.330 -0.219 -0.286 0.079
H -4.484 -5.415 2.546 -0.376 -0.157 0.035 0.059
H -3.498 -4.738 3.809 0.073 -0.129 0.101 0.058
O -4.355 1.460 1.369 -0.132 0.195 0.568 -0.277
S -5.263 0.974 0.381 -0.601 -0.022 -1.516 0.566
O -5.664 -0.394 0.318 0.234 -0.434 0.596 -0.279
O -6.642 1.784 0.385 0.558 0.048 0.028 -0.246
C -6.930 2.823 1.337 -0.258 0.115 0.712 -0.259
C -6.540 4.225 0.925 0.670 0.053 0.621 -0.070
C -4.649 1.357 -1.240 0.234 -0.209 0.507 -0.090
H -6.491 2.583 2.309 0.191 -0.105 -0.188 0.115
H -8.006 2.744 1.494 -0.037 -0.005 -0.283 0.120
H -5.502 4.454 1.178 0.134 -0.347 -0.329 0.058
H -7.081 4.910 1.584 -0.374 0.069 -0.416 0.082
H -6.677 4.437 -0.132 -0.317 0.080 0.030 0.084
H -4.716 2.433 -1.369 -0.048 0.001 -0.350 0.073
H -5.206 0.726 -1.928 -0.263 0.411 -0.212 0.068
H -3.608 1.027 -1.283 0.027 0.125 0.245 0.056
O -2.022 -1.068 5.632 -0.453 0.303 -0.452 -0.268
S -1.303 -2.148 6.212 1.892 0.317 1.231 0.562
O -1.776 -3.480 6.171 -0.639 -0.734 -0.378 -0.254
O 0.218 -2.139 5.696 -0.139 -0.312 -0.501 -0.257
C 0.533 -1.550 4.427 -0.093 0.744 -1.391 -0.248
C 0.676 -0.046 4.588 0.257 -0.020 0.201 -0.064
C -0.873 -1.765 7.890 -0.210 -0.062 -0.226 -0.112
H -0.179 -1.798 3.630 -0.437 -0.008 0.480 0.113
H 1.452 -1.966 4.010 0.206 -0.314 0.832 0.122
H -0.292 0.433 4.694 -0.040 0.060 0.095 0.072
H 1.208 0.429 3.764 -0.073 -0.196 -0.184 0.068
H 1.276 0.115 5.489 -0.100 0.154 0.013 0.071
H -0.092 -2.450 8.205 -0.108 -0.185 0.003 0.074
H -1.780 -1.899 8.471 0.044 0.112 0.175 0.074
H -0.483 -0.752 7.929 -0.195 0.110 0.008 0.070
O 4.159 4.661 4.293 0.056 0.388 -0.215 -0.262
S 3.551 4.106 5.450 -0.685 -0.420 -0.569 0.556
O 4.005 4.429 6.760 0.310 -0.204 0.347 -0.263
O 2.004 4.460 5.388 0.292 -0.178 -0.237 -0.270
C 1.224 4.350 6.608 -0.541 0.652 -0.865 -0.238
C -0.220 4.614 6.194 -0.383 0.222 0.977 -0.057
C 3.503 2.356 5.211 0.089 -1.078 1.680 -0.122
H 1.571 5.133 7.275 0.192 -0.284 0.245 0.116
H 1.292 3.353 7.042 0.413 0.053 0.092 0.114
H -0.814 3.707 6.288 -0.093 0.000 -0.337 0.072
H -0.348 5.071 5.218 0.307 -0.213 -0.199 0.078
H -0.643 5.333 6.902 -0.096 -0.106 -0.007 0.077
H 4.368 1.933 5.727 0.347 0.244 -0.438 0.079
H 3.415 1.963 4.208 0.069 0.558 -0.346 0.059
H 2.704 1.920 5.818 -0.270 0.371 -0.172 0.046
O -2.684 7.707 -1.229 0.357 0.282 -0.460 -0.271
S -2.843 6.633 -0.308 -0.827 0.821 0.917 0.542
O -3.922 5.728 -0.485 -0.052 -0.613 0.049 -0.268
O -1.519 5.807 -0.176 0.114 -0.280 -0.274 -0.249
C -0.261 6.444 -0.489 0.669 0.059 -0.419 -0.258
C 0.754 6.175 0.604 -0.045 -0.160 -0.781 -0.056
C -2.902 7.366 1.320 0.077 -0.327 -0.405 -0.104
H -0.390 7.509 -0.699 -0.220 -0.070 0.283 0.115
H 0.112 6.031 -1.431 -0.329 -0.239 0.111 0.117
H 0.700 5.136 0.921 -0.119 0.005 0.171 0.079
H 0.649 6.856 1.439 0.124 -0.013 0.217 0.073
H 1.720 6.283 0.105 0.154 0.252 0.432 0.084
H -1.913 7.812 1.403 -0.118 0.242 0.398 0.061
H -3.079 6.612 2.082 0.181 -0.155 -0.067 0.072
H -3.696 8.104 1.366 0.055 0.142 -0.204 0.073
O 4.723 1.073 -4.032 -0.612 0.319 -0.472 -0.242
S 5.664 0.916 -2.992 1.203 -0.958 0.211 0.552
O 5.365 0.090 -1.863 -0.151 0.229 0.433 -0.289
O 6.964 0.328 -3.699 -0.234 0.295 -0.251 -0.229
C 8.052 -0.075 -2.888 1.019 -1.508 1.425 -0.298
C 9.289 -0.355 -3.719 0.194 0.492 -0.821 -0.060
C 6.238 2.493 -2.432 -0.953 -0.132 -0.373 -0.102
H 7.871 -1.018 -2.355 -0.793 0.102 -0.325 0.110
H 8.242 0.589 -2.037 0.005 0.597 -0.523 0.110
H 10.206 -0.240 -3.142 -0.116 0.052 0.174 0.078
H 9.357 0.317 -4.580 0.010 0.112 0.171 0.081
H 9.302 -1.362 -4.135 -0.257 -0.044 0.111 0.080
H 5.524 2.748 -1.650 0.242 0.278 0.095 0.072
H 6.104 3.141 -3.295 0.221 0.203 0.128 0.074
H 7.259 2.449 -2.083 0.078 0.007 0.134 0.059
O -3.175 -0.524 -5.720 -0.233 0.474 -0.001 -0.267
S -3.568 -1.313 -4.600 1.559 -0.392 -0.448 0.568
O -4.871 -1.227 -4.037 -0.583 0.160 0.327 -0.268
O -3.254 -2.792 -5.088 -0.187 0.177 0.169 -0.243
C -3.820 -3.867 -4.326 -0.744 -0.950 -0.038 -0.273
C -5.200 -4.183 -4.873 -0.403 0.274 -0.055 -0.067
C -2.320 -1.169 -3.344 -0.820 -0.910 -0.210 -0.114
H -3.833 -3.648 -3.260 0.039 0.156 -0.027 0.094
H -3.169 -4.724 -4.479 0.256 0.153 0.048 0.121
H -5.685 -5.067 -4.454 0.440 -0.160 0.131 0.079
H -5.109 -4.320 -5.951 -0.135 -0.017 -0.008 0.085
H -5.890 -3.363 -4.672 0.115 0.080 -0.166 0.066
H -2.334 -0.164 -2.945 0.371 0.070 -0.036 0.054
H -1.429 -1.549 -3.837 0.350 0.640 0.088 0.090
H -2.556 -1.909 -2.578 -0.093 0.229 0.156 0.051
C 3.370 8.843 -6.287 -0.082 -0.308 0.174 -0.117
O 2.651 7.631 -6.270 0.383 -0.085 -0.452 -0.203
C 3.451 6.530 -5.848 -1.062 0.468 1.382 -0.194
C 2.904 5.240 -6.434 2.359 -0.182 -1.080 -0.217
O 2.260 4.439 -5.514 -1.006 -0.335 -0.013 -0.103
C 0.969 4.890 -5.219 -1.013 0.982 1.627 -0.192
C -0.117 3.815 -5.273 0.710 -1.644 -1.686 -0.163
O 0.499 2.513 -5.257 0.315 1.163 0.326 -0.183
C -0.468 1.523 -5.355 -0.410 -0.635 -0.289 -0.132
H 4.117 8.827 -7.086 -0.019 0.184 -0.047 0.089
H 3.889 8.995 -5.333 -0.051 0.176 0.015 0.086
H 2.633 9.625 -6.442 0.146 0.209 -0.073 0.087
H 3.289 6.473 -4.758 0.236 -0.247 -0.022 0.130
H 4.526 6.707 -5.939 -0.056 -0.033 -0.727 0.120
H 3.755 4.636 -6.770 0.073 -0.016 0.157 0.129
H 2.400 5.454 -7.382 -0.706 0.044 0.343 0.138
H 0.695 5.760 -5.823 -0.070 -0.297 -0.390 0.126
H 0.913 5.326 -4.205 0.512 -0.229 0.051 0.115
H -0.593 3.836 -6.267 -0.328 0.404 0.290 0.123
H -0.887 3.827 -4.499 0.127 0.621 0.128 0.124
H -0.717 1.141 -4.362 -0.226 -0.143 -0.050 0.054
H -0.092 0.718 -5.986 0.154 -0.194 0.204 0.100
H -1.384 1.861 -5.848 -0.074 0.105 0.108 0.087
C 2.883 0.761 0.967 -0.018 -0.106 -0.241 -0.104
O 1.681 0.387 0.354 -0.825 -0.366 -0.383 -0.204
C 1.275 1.044 -0.830 0.913 1.445 -0.172 -0.188
C 0.285 0.212 -1.612 0.503 -0.332 1.219 -0.168
O -0.899 -0.018 -0.869 -0.248 -0.090 -0.510 -0.151
C -0.897 -1.218 -0.100 -0.040 0.393 0.071 -0.155
C -2.214 -1.207 0.642 -1.373 0.517 -0.073 -0.204
O -2.254 -2.151 1.684 0.248 -0.635 -0.071 -0.190
C -3.349 -1.986 2.563 0.357 1.236 0.937 -0.084
H 3.724 0.696 0.268 0.094 -0.354 0.145 0.077
H 2.917 0.048 1.789 0.745 0.041 0.097 0.083
H 2.918 1.771 1.381 -0.438 0.293 0.025 0.082
H 2.145 1.245 -1.486 -0.052 -0.293 0.072 0.130
H 0.910 2.049 -0.572 -0.375 -0.143 -0.003 0.128
H 0.856 -0.710 -1.780 -0.526 -0.258 -0.413 0.132
H 0.008 0.690 -2.546 0.195 0.073 -0.081 0.103
H -0.021 -1.159 0.548 -0.233 -0.406 0.350 0.122
H -0.833 -2.110 -0.733 0.150 0.102 -0.107 0.108
H -3.087 -1.353 -0.023 0.410 -0.467 -0.373 0.118
H -2.489 -0.213 1.020 0.816 0.133 0.277 0.111
H -4.220 -2.640 2.471 0.292 -0.280 -0.573 0.088
H -3.709 -0.952 2.510 -0.177 -0.115 -0.145 0.080
H -2.937 -2.054 3.572 -0.212 -0.375 0.026 0.062
```
Forces are in eV/Å.